# 1
The following is a DFT calculation (the ωB97M-V functional and the def2-TZVPD basis) of a molecular structure, C16H34MnP2.

Positions of all 53 atoms, in Å:
1 P -1.77 -2.72 -0.16
2 P -1.05 0.24 -0.80
3 C -2.33 -1.90 -1.76
4 C -1.17 -1.06 -2.23
5 H -3.17 -1.22 -1.53
6 H -2.70 -2.65 -2.46
7 H -0.22 -1.61 -2.26
8 H -1.28 -0.59 -3.21
9 C -2.03 1.68 -1.44
10 H -1.47 2.62 -1.32
11 H -2.99 1.82 -0.96
12 H -2.19 1.54 -2.52
13 C 0.43 0.87 -1.79
14 H 0.07 0.96 -2.84
15 H 1.28 0.19 -1.79
16 H 0.78 1.88 -1.52
17 C -3.15 -3.85 -0.04
18 H -2.96 -4.70 0.61
19 H -3.35 -4.19 -1.05
20 H -4.02 -3.30 0.31
21 C -0.34 -3.71 -0.63
22 H 0.55 -3.08 -0.69
23 H -0.47 -4.20 -1.60
24 H -0.11 -4.50 0.10
25 Mn -1.72 -0.95 0.82
26 C 2.33 3.93 -0.15
27 C 1.20 3.37 0.30
28 C 1.05 2.31 1.37
29 C 1.75 0.88 1.39
30 C 3.06 0.53 0.70
31 C 3.57 1.00 -0.46
32 C 4.20 2.35 -0.61
33 C 3.64 3.38 0.38
34 C -0.98 -2.10 2.46
35 H 2.36 4.78 -0.85
36 H 0.27 3.85 -0.05
37 H -0.03 2.04 1.28
38 H 1.21 2.79 2.36
39 H 1.87 0.52 2.48
40 H 1.00 0.20 0.89
41 H 3.48 -0.38 1.17
42 H 3.63 0.35 -1.34
43 H 3.90 2.66 -1.61
44 H 5.30 2.36 -0.57
45 H 3.44 2.87 1.34
46 H 4.38 4.15 0.62
47 H -0.83 -1.50 3.37
48 H 0.01 -2.51 2.18
49 H -1.62 -2.94 2.79
50 C -3.07 -0.63 2.52
51 H -2.49 0.07 3.14
52 H -3.14 -1.60 3.03
53 H -4.12 -0.31 2.61

Results
* HOMO-LUMO gap (spin up / spin down): 6.33 / 7.49 eV
* LUMO (spin up / spin down): 0.552 / -0.053 eV
* ⟨S²⟩: 8.808
* multiplicity: 6
* DFT total energy: -2463.3733 hartree
* energy relative to the best compared isomer or geometry (same formula, charge and spin): 3.789 eV


# 2
The following is a DFT calculation (the ωB97M-V functional and the def2-TZVPD basis) of a gas-phase ion, C16H34N5S2 (charge +1).

Positions of all 57 atoms, in Å:
1 C 2.53 -3.93 1.82
2 H 1.72 -3.53 2.42
3 H 3.42 -3.33 2.02
4 C 2.20 -3.91 0.34
5 H 3.06 -4.26 -0.22
6 C 1.00 -4.80 -0.01
7 C -0.34 -4.23 0.45
8 N -0.71 -3.07 -0.34
9 C -0.84 -1.82 0.08
10 N -1.20 -0.85 -0.74
11 H -1.31 0.11 -0.39
12 C -1.46 -0.99 -2.16
13 H -0.50 -1.05 -2.70
14 H -2.03 -1.90 -2.37
15 C -2.27 0.21 -2.65
16 N -1.71 1.45 -2.15
17 C -0.54 1.91 -2.89
18 H 0.24 1.15 -2.81
19 C -0.05 3.23 -2.26
20 N -0.61 3.33 -0.93
21 C -0.12 2.57 0.09
22 S -1.16 1.84 1.19
23 N 1.20 2.43 0.19
24 H -0.69 -0.11 1.64
25 C 1.91 1.82 1.29
26 C 2.63 0.54 0.85
27 H 3.20 0.76 -0.06
28 H 1.90 -0.23 0.61
29 C 3.59 0.02 1.92
30 C 2.89 -0.35 3.22
31 H 3.60 -0.82 3.90
32 H 2.49 0.53 3.72
33 H 2.07 -1.04 3.04
34 H 4.35 0.78 2.12
35 H 4.10 -0.85 1.52
36 H 1.19 1.60 2.07
37 H 2.64 2.53 1.67
38 H 1.78 2.94 -0.47
39 C -2.04 3.56 -1.02
40 H -2.48 3.48 -0.03
41 H -2.20 4.58 -1.38
42 C -2.67 2.53 -1.99
43 H -3.59 2.13 -1.56
44 H -2.91 3.00 -2.95
45 H 1.04 3.28 -2.26
46 H -0.42 4.09 -2.83
47 H -0.77 2.06 -3.96
48 H -3.29 0.12 -2.25
49 H -2.34 0.18 -3.75
50 S -0.51 -1.47 1.75
51 H -0.85 -3.26 -1.32
52 H -1.12 -4.98 0.33
53 H -0.29 -3.94 1.50
54 H 1.14 -5.77 0.46
55 H 0.97 -4.96 -1.09
56 H 2.00 -2.88 0.02
57 H 2.73 -4.94 2.15

Results
* HOMO-LUMO gap: 9.18 eV
* LUMO: -2.146 eV
* multiplicity: 1
* net charge: +1
* DFT total energy: -1700.0274 hartree
* energy relative to the best compared isomer or geometry (same formula, charge and spin): 0.261 eV


# 3
The following is a DFT calculation (the ωB97M-V functional and the def2-TZVPD basis) of 3 unconnected molecules or ions with the total composition C16H34NO7.

Positions of all 58 atoms, in Å:
1 C -1.41 2.90 2.91
2 C -0.49 3.48 1.78
3 O -0.83 2.99 0.49
4 C -0.68 1.57 0.39
5 C -0.03 1.14 -0.95
6 C 1.52 0.86 -0.82
7 C 2.26 2.23 -0.79
8 C 1.86 3.22 -1.91
9 N 0.39 3.37 -2.10
10 C -0.38 2.10 -2.11
11 H -1.34 1.81 3.00
12 H -1.10 3.38 3.86
13 H -2.45 3.23 2.74
14 H 0.55 3.23 2.05
15 H -0.66 4.57 1.78
16 H -1.68 1.11 0.44
17 H -0.10 1.19 1.25
18 H -0.47 0.16 -1.21
19 H 1.67 0.31 0.12
20 H 1.88 0.20 -1.63
21 H 2.12 2.68 0.21
22 H 3.34 2.04 -0.91
23 H 2.24 4.21 -1.61
24 H 2.39 2.95 -2.84
25 H -0.03 4.04 -1.45
26 H 0.25 3.79 -3.02
27 H -0.31 1.55 -3.06
28 H -1.44 2.37 -1.99
29 C 4.45 -0.78 1.30
30 C 4.47 -1.53 -0.02
31 O 5.32 -2.67 0.04
32 C 4.79 -3.72 0.68
33 O 3.70 -3.78 1.16
34 O 5.70 -4.69 0.69
35 C 5.30 -5.86 1.41
36 H 5.47 -0.54 1.61
37 H 3.88 0.14 1.21
38 H 4.01 -1.39 2.09
39 H 4.88 -0.88 -0.80
40 H 3.46 -1.81 -0.34
41 H 4.34 -6.23 1.06
42 H 5.27 -5.64 2.48
43 H 6.06 -6.62 1.23
44 C -5.35 -3.11 -2.14
45 C -5.01 -3.20 -0.66
46 O -4.36 -2.00 -0.20
47 C -5.16 -0.96 0.01
48 O -6.35 -0.94 -0.14
49 O -4.40 0.07 0.40
50 C -5.13 1.29 0.57
51 H -4.46 -2.87 -2.72
52 H -5.76 -4.06 -2.49
53 H -6.08 -2.33 -2.33
54 H -4.31 -4.01 -0.49
55 H -5.90 -3.40 -0.06
56 H -5.98 1.15 1.24
57 H -5.47 1.67 -0.40
58 H -4.45 2.01 1.02

Results
* HOMO-LUMO gap: 9.75 eV
* LUMO: -3.000 eV
* multiplicity: 1
* net charge: +1
* DFT total energy: -1211.2553 hartree
* energy relative to the best compared isomer or geometry (same formula, charge and spin): 0.000 eV


# 4
The following is a DFT calculation (the ωB97M-V functional and the def2-TZVPD basis) of a molecular structure, C16H34O13V.

Positions of all 64 atoms, in Å:
1 V -22.12 3.01 -14.86
2 O -23.33 3.43 -13.46
3 H -23.41 3.27 -12.52
4 C -20.99 0.05 -13.97
5 O -21.59 1.27 -14.20
6 H -20.60 -0.48 -14.84
7 H -20.19 0.19 -13.24
8 H -21.70 -0.70 -13.58
9 C -19.46 6.32 -14.88
10 O -18.87 5.50 -13.86
11 C -19.43 4.35 -13.56
12 O -20.55 4.00 -13.90
13 O -18.76 3.82 -12.59
14 C -18.97 2.44 -12.26
15 H -19.92 7.21 -14.46
16 H -20.21 5.83 -15.49
17 H -18.63 6.62 -15.52
18 H -18.49 1.78 -12.98
19 H -20.03 2.18 -12.31
20 H -18.67 2.27 -11.24
21 C -25.28 -0.04 -15.25
22 O -24.88 0.31 -16.60
23 C -24.14 1.35 -16.81
24 O -23.63 1.99 -15.90
25 O -24.12 1.62 -18.09
26 C -23.55 2.85 -18.54
27 H -24.41 -0.27 -14.64
28 H -25.88 -0.94 -15.29
29 H -25.84 0.79 -14.82
30 H -24.33 3.57 -18.74
31 H -22.95 2.63 -19.43
32 H -22.75 3.24 -17.90
33 C -28.39 -0.51 -11.17
34 O -27.21 0.19 -10.80
35 C -26.14 -0.04 -11.54
36 O -26.02 -0.82 -12.45
37 O -25.21 0.82 -11.18
38 C -23.94 0.76 -11.77
39 H -28.20 -1.53 -11.49
40 H -28.85 0.00 -12.02
41 H -29.15 -0.46 -10.40
42 H -23.15 1.36 -11.32
43 H -24.01 1.06 -12.82
44 H -23.65 -0.29 -11.86
45 C -21.55 -2.53 -16.84
46 C -22.22 -3.88 -16.76
47 O -23.10 -4.06 -15.96
48 C -21.81 -4.94 -17.75
49 H -21.30 -2.17 -15.84
50 H -22.05 -1.76 -17.43
51 H -20.56 -2.59 -17.32
52 H -22.43 -4.81 -18.63
53 H -21.92 -5.96 -17.40
54 H -20.75 -4.83 -17.98
55 C -17.41 -1.81 -16.56
56 C -16.88 -2.07 -15.17
57 O -15.72 -2.36 -15.00
58 C -17.83 -1.89 -14.00
59 H -18.27 -2.45 -16.77
60 H -16.67 -2.05 -17.32
61 H -17.72 -0.76 -16.58
62 H -17.79 -0.83 -13.73
63 H -17.57 -2.55 -13.18
64 H -18.84 -2.05 -14.37

Results
* HOMO-LUMO gap (spin up / spin down): 7.02 / 7.26 eV
* LUMO (spin up / spin down): -4.590 / -4.348 eV
* ⟨S²⟩: 2.016
* multiplicity: 3
* net charge: +1
* DFT total energy: -2551.9102 hartree


# 5
The following is a DFT calculation (the ωB97M-V functional and the def2-TZVPD basis) of a gas-phase ion, C16H35BBrN2O2 (charge -1).

Positions of all 57 atoms, in Å:
1 C 1.47 3.20 0.32
2 C 0.88 2.93 1.71
3 C 0.94 1.45 2.16
4 B -0.06 0.39 1.38
5 C 0.35 0.05 -0.18
6 C 1.85 -0.19 -0.42
7 C 2.21 -1.42 -1.27
8 C 1.28 -1.69 -2.44
9 N 1.32 -0.61 -3.47
10 C -0.08 -0.36 -3.90
11 C 1.99 -1.08 -4.65
12 C 1.38 -2.18 -5.52
13 O 3.01 -0.62 -4.98
14 C -1.65 0.85 1.56
15 C -2.13 1.86 0.53
16 C -2.85 1.21 -0.65
17 Br -3.45 3.10 1.41
18 C 0.09 -1.07 2.20
19 C -0.54 -1.11 3.59
20 O 0.32 -1.93 4.44
21 C -1.92 -1.80 3.61
22 N -2.97 -0.92 4.19
23 H 2.47 2.79 0.25
24 H 0.83 2.91 -0.50
25 H 1.59 4.29 0.23
26 H -0.12 3.34 1.82
27 H 1.50 3.50 2.41
28 H 0.62 1.46 3.21
29 H 1.99 1.15 2.17
30 H 0.05 0.85 -0.87
31 H -0.25 -0.81 -0.47
32 H 2.41 -0.29 0.51
33 H 2.25 0.70 -0.89
34 H 2.34 -2.33 -0.68
35 H 3.20 -1.23 -1.71
36 H 0.26 -1.90 -2.15
37 H 1.65 -2.61 -2.92
38 H -0.59 0.17 -3.10
39 H -0.64 -1.29 -4.07
40 H -0.10 0.20 -4.83
41 H 0.54 -1.83 -6.10
42 H 0.99 -2.96 -4.87
43 H 2.13 -2.65 -6.14
44 H -1.74 1.28 2.55
45 H -2.30 -0.02 1.46
46 H -1.35 2.49 0.12
47 H -3.67 0.58 -0.34
48 H -3.18 2.02 -1.30
49 H -2.08 0.67 -1.20
50 H -0.46 -1.79 1.59
51 H 1.13 -1.40 2.22
52 H -0.68 -0.13 4.05
53 H 0.50 -1.40 5.23
54 H -2.23 -2.12 2.62
55 H -1.86 -2.65 4.28
56 H -2.74 0.06 4.03
57 H -3.87 -1.09 3.77

Results
* HOMO-LUMO gap: 7.76 eV
* LUMO: 2.733 eV
* multiplicity: 1
* net charge: -1
* DFT total energy: -3489.5190 hartree


# 6
The following is a DFT calculation (the ωB97M-V functional and the def2-TZVPD basis) of 2 unconnected molecules or ions with the total composition C16H35BO7P.

Positions of all 60 atoms, in Å:
1 C -1.29 0.20 4.62
2 C -0.08 -0.65 4.17
3 B 0.06 -0.81 2.57
4 O -1.02 -1.47 1.87
5 C 1.30 -0.27 1.90
6 C 1.26 -0.30 0.35
7 C 1.06 1.08 -0.37
8 C 0.77 2.26 0.53
9 C -0.66 2.32 1.11
10 C -1.73 1.61 0.30
11 C -3.05 1.61 1.11
12 C -3.99 0.49 0.69
13 C -5.28 0.52 1.49
14 O -6.44 0.00 0.80
15 C -6.19 -1.14 0.09
16 C -5.81 -2.39 0.82
17 O -6.28 -1.12 -1.06
18 H -2.22 -0.35 4.50
19 H -1.18 0.42 5.68
20 H -1.35 1.16 4.11
21 H 0.84 -0.24 4.57
22 H -0.21 -1.64 4.63
23 H -1.62 -0.80 1.52
24 H 2.15 -0.89 2.22
25 H 0.51 -1.01 -0.05
26 H 2.22 -0.70 0.02
27 H 0.32 0.94 -1.17
28 H 2.01 1.30 -0.88
29 H 1.47 2.34 1.36
30 H 0.91 3.16 -0.07
31 H -0.65 2.01 2.15
32 H -0.95 3.38 1.13
33 H -1.47 0.59 0.01
34 H -1.97 2.14 -0.62
35 H -2.84 1.56 2.18
36 H -3.54 2.56 0.91
37 H -4.18 0.60 -0.37
38 H -3.47 -0.45 0.90
39 H -5.15 0.02 2.45
40 H -5.53 1.55 1.73
41 H -5.75 -3.23 0.15
42 H -6.51 -2.64 1.62
43 H -4.81 -2.23 1.23
44 C 3.39 -2.39 -3.01
45 O 3.12 -1.01 -3.27
46 P 4.31 0.02 -3.35
47 O 3.91 1.41 -3.44
48 O 5.20 -0.49 -4.58
49 C 4.60 -0.48 -5.87
50 O 5.20 -0.36 -2.10
51 C 6.48 0.26 -1.98
52 H 2.70 -2.99 -3.60
53 H 4.42 -2.65 -3.28
54 H 3.23 -2.58 -1.95
55 H 3.69 0.13 -5.89
56 H 4.35 -1.51 -6.16
57 H 5.32 -0.08 -6.58
58 H 7.08 0.08 -2.87
59 H 6.98 -0.19 -1.12
60 H 6.37 1.33 -1.81

Results
* HOMO-LUMO gap: 4.51 eV
* LUMO: 2.460 eV
* multiplicity: 1
* net charge: -1
* DFT total energy: -1523.6150 hartree


# 7
The following is a DFT calculation (the ωB97M-V functional and the def2-TZVPD basis) of 2 unconnected molecules or ions with the total composition C16H35ClNO6P2S.

Positions of all 62 atoms, in Å:
1 C -1.69 5.81 1.15
2 C -3.11 5.28 0.92
3 O -3.32 4.76 -0.38
4 C -2.57 3.61 -0.67
5 C -3.32 2.71 -1.65
6 C -2.97 1.25 -1.43
7 C -1.54 0.94 -1.87
8 C -0.94 -0.26 -1.12
9 C 0.55 -0.31 -0.60
10 P 1.30 -1.80 -1.42
11 S 0.64 -3.49 -0.75
12 C 0.44 -0.31 0.95
13 O -0.54 -1.13 1.44
14 C -0.19 -1.84 2.65
15 C -1.38 -2.67 3.08
16 C 0.14 1.17 1.18
17 C -0.61 1.74 2.31
18 N 0.65 1.85 0.21
19 C 1.42 0.99 -0.71
20 Cl 1.60 1.68 -2.32
21 P 3.17 1.02 0.13
22 O 3.05 1.93 1.27
23 O 3.59 -0.47 0.47
24 O 4.21 1.34 -1.00
25 H -1.69 6.88 1.37
26 H -1.08 5.67 0.26
27 H -1.19 5.32 1.99
28 H -3.84 6.08 1.03
29 H -3.37 4.51 1.66
30 H -1.60 3.91 -1.10
31 H -2.35 3.05 0.25
32 H -3.06 3.00 -2.67
33 H -4.39 2.88 -1.53
34 H -3.69 0.61 -1.95
35 H -3.08 1.02 -0.36
36 H -1.55 0.72 -2.94
37 H -0.96 1.84 -1.73
38 H -1.08 -1.16 -1.73
39 H -1.57 -0.45 -0.25
40 H 2.68 -1.63 -1.39
41 H 0.98 -1.48 -2.75
42 H 1.41 -0.50 1.43
43 H 0.10 -1.12 3.42
44 H 0.67 -2.47 2.42
45 H -1.37 -3.65 2.61
46 H -2.31 -2.16 2.80
47 H -1.38 -2.80 4.16
48 H 0.10 2.21 3.00
49 H -1.32 2.49 1.96
50 H -1.15 0.95 2.82
51 H 0.60 2.86 0.11
52 H 3.75 -0.57 1.42
53 H 4.26 2.29 -1.21
54 C 3.95 -6.50 -2.04
55 C 2.86 -7.47 -1.62
56 O 2.21 -7.08 -0.42
57 H 4.69 -6.40 -1.25
58 H 4.45 -6.84 -2.95
59 H 3.52 -5.51 -2.23
60 H 3.28 -8.46 -1.42
61 H 2.13 -7.59 -2.43
62 H 1.81 -6.22 -0.57

Results
* HOMO-LUMO gap: 7.56 eV
* LUMO: -4.158 eV
* multiplicity: 1
* net charge: +1
* DFT total energy: -2677.7271 hartree


# 8
The following is a DFT calculation (the ωB97M-V functional and the def2-TZVPD basis) of 10 unconnected molecules or ions with the total composition C16H35N11O21S.

Positions of all 84 atoms, in Å:
1 N 4.19 2.10 0.28
2 C 3.26 1.30 -0.04
3 C 3.23 0.66 -1.42
4 O 1.99 0.90 -2.12
5 S 1.48 2.45 -1.83
6 O 2.28 3.27 -2.69
7 O -0.01 2.49 -2.55
8 C -1.03 1.98 -1.75
9 C -0.94 0.78 -1.07
10 C -2.03 0.37 -0.35
11 C -3.14 1.18 -0.34
12 N -3.25 2.34 -0.97
13 C -2.18 2.70 -1.66
14 H 4.03 2.41 1.24
15 H 2.48 1.09 0.71
16 H 3.40 -0.41 -1.29
17 H 4.07 1.06 -2.01
18 H -0.04 0.17 -1.13
19 H -2.05 -0.57 0.18
20 H -4.01 0.83 0.22
21 H -2.23 3.63 -2.21
22 C 3.60 -1.09 4.14
23 N 2.91 -0.01 3.39
24 O 2.05 -0.33 2.59
25 O 3.25 1.13 3.62
26 H 3.20 -2.04 3.83
27 H 4.66 -1.02 3.91
28 H 3.42 -0.91 5.20
29 C -5.65 4.77 -0.48
30 N -6.93 5.40 -0.06
31 O -7.72 5.70 -0.93
32 O -7.09 5.58 1.13
33 H -5.64 4.67 -1.56
34 H -4.84 5.41 -0.15
35 H -5.59 3.79 -0.01
36 C -5.63 -2.44 -2.19
37 N -4.37 -1.83 -1.68
38 O -4.18 -1.86 -0.48
39 O -3.63 -1.33 -2.50
40 H -6.19 -2.83 -1.36
41 H -6.19 -1.66 -2.70
42 H -5.35 -3.23 -2.88
43 C -4.03 -6.41 -2.49
44 N -5.32 -5.80 -2.07
45 O -6.12 -5.51 -2.94
46 O -5.49 -5.63 -0.88
47 H -4.02 -6.50 -3.57
48 H -3.24 -5.75 -2.14
49 H -3.96 -7.38 -2.01
50 C 0.29 3.38 -5.43
51 N -0.09 3.00 -6.82
52 O -0.96 3.65 -7.37
53 O 0.51 2.07 -7.32
54 H -0.32 4.22 -5.12
55 H 0.10 2.51 -4.80
56 H 1.34 3.64 -5.43
57 C 7.62 2.22 0.34
58 N 9.05 2.41 0.71
59 O 9.38 2.15 1.85
60 O 9.80 2.82 -0.16
61 H 7.09 1.86 1.21
62 H 7.23 3.18 0.02
63 H 7.59 1.50 -0.46
64 C -9.60 -4.80 -1.08
65 N -8.74 -3.61 -0.84
66 O -8.20 -3.10 -1.80
67 O -8.64 -3.23 0.30
68 H -9.60 -5.02 -2.14
69 H -9.18 -5.62 -0.51
70 H -10.60 -4.55 -0.74
71 C 2.03 -0.05 8.97
72 N 2.50 -0.59 7.67
73 O 2.74 0.20 6.78
74 O 2.61 -1.80 7.58
75 H 1.99 1.03 8.89
76 H 1.05 -0.47 9.17
77 H 2.75 -0.35 9.73
78 C 10.39 -1.18 1.64
79 N 9.14 -1.84 2.09
80 O 9.24 -2.76 2.88
81 O 8.10 -1.41 1.64
82 H 11.23 -1.66 2.11
83 H 10.44 -1.29 0.56
84 H 10.32 -0.13 1.92

Results
* HOMO-LUMO gap: 9.28 eV
* LUMO: -0.357 eV
* multiplicity: 1
* DFT total energy: -3210.2819 hartree